16
Properties=species:S:1:pos:R:3:forces:R:3:nbo_charge:R:1 method="wB97M-V/def2-TZVPD" charge=0 orbital_gap_ev=9.08 relative_energy_kcal_mol=115.96 lumo_ev=0.429 mol_weight_g_mol=103.1 total_energy_ev=-9875.0320
C 0.46396 -0.69187 -0.74169 -2.7 -3.3 2.5 0.27
C 1.12502 1.14471 -0.12863 -1.1 1.6 1.2 -0.24
C -0.51739 0.21364 -0.21762 3.8 1.1 -2.8 0.05
N 1.65772 1.00561 1.18429 0.1 -0.2 -0.2 -0.81
C -1.62665 0.87918 -0.40512 -0.2 0.3 1.1 -0.38
O 1.02112 -1.54696 0.00888 0.4 1.3 -1.3 -0.71
O -1.58794 -2.04352 0.35182 0.3 -0.7 0.5 -0.97
H -0.67519 -2.09205 0.75107 -1.0 -0.1 -0.8 0.50
H -1.62142 -2.74717 -0.31375 0.2 0.2 0.4 0.47
H 0.32161 -0.88688 -1.81860 1.0 0.7 -0.1 0.18
H 0.95535 1.14810 1.89855 0.0 0.0 -0.1 0.36
H 2.05063 0.07642 1.30188 0.0 0.0 0.0 0.39
H 1.93458 1.09530 -0.85603 -0.4 -0.8 -0.3 0.23
H 0.73034 2.15001 -0.28102 -0.3 0.0 0.1 0.21
H -1.67281 1.93502 -0.16940 0.0 0.2 -0.2 0.21
H -2.55892 0.36046 -0.56463 -0.1 -0.2 0.0 0.24

=====

16
Properties=species:S:1:pos:R:3:forces:R:3:nbo_charge:R:1 method="wB97M-V/def2-TZVPD" smiles="[H]/N=C(/O)OCCC" charge=0 orbital_gap_ev=10.68 relative_energy_kcal_mol=31.25 lumo_ev=0.943 mol_weight_g_mol=103.1 total_energy_ev=-9878.7054
H 3.69530 0.77844 0.64931 -0.3 0.2 0.4 0.37
N 3.29273 0.19453 -0.06127 0.1 0.3 0.4 -0.84
C 2.06562 -0.13114 0.01355 0.5 0.4 0.1 0.81
O 1.68664 -0.90642 -1.01845 0.3 0.1 -0.1 -0.70
O 1.15944 0.20235 0.92915 0.3 0.0 -0.1 -0.49
C -0.19720 -0.26919 0.80034 -0.2 -0.1 -0.1 -0.06
C -1.00798 0.54119 -0.19944 0.1 0.0 0.0 -0.43
C -2.46124 0.06675 -0.22608 -0.1 0.0 0.0 -0.61
H 2.60149 -0.84870 -1.41119 -1.0 -0.8 -0.6 0.52
H -0.61924 -0.16642 1.80667 0.2 0.0 -0.2 0.19
H -0.18330 -1.32920 0.52798 0.0 0.1 0.0 0.19
H -0.55370 0.43188 -1.19059 -0.1 0.1 0.1 0.22
H -0.96111 1.60244 0.07461 0.0 -0.2 0.0 0.21
H -2.93664 0.17855 0.75599 0.1 0.0 -0.1 0.20
H -3.05712 0.64505 -0.93921 0.1 -0.1 0.1 0.22
H -2.52370 -0.99011 -0.51137 0.0 0.2 0.0 0.21

=====

16
Properties=species:S:1:pos:R:3:forces:R:3:nbo_charge:R:1 method="wB97M-V/def2-TZVPD" smiles="COCCNC=O" charge=0 orbital_gap_ev=10.62 relative_energy_kcal_mol=34.52 lumo_ev=0.883 mol_weight_g_mol=103.1 total_energy_ev=-9878.5639
C 0.64777 -2.27357 1.18656 0.0 -0.3 0.1 -0.25
O 0.55577 -0.90504 0.86240 0.0 0.1 0.0 -0.55
C 0.37916 -0.73141 -0.52515 -0.1 0.0 -0.3 -0.07
C 0.10239 0.72050 -0.85599 0.2 -0.1 -0.2 -0.24
N -0.87471 1.32866 0.02995 0.1 0.2 0.1 -0.62
C -1.15542 2.63916 -0.23685 -0.1 0.1 -0.1 0.53
O -1.12846 3.13179 -1.34595 0.1 -0.1 0.4 -0.60
H -0.28478 -2.80426 0.93771 0.1 0.1 0.0 0.17
H 1.47329 -2.75944 0.64358 -0.1 0.1 0.1 0.17
H 0.83113 -2.35715 2.25986 0.0 0.1 -0.2 0.20
H -0.44542 -1.37013 -0.87586 0.0 0.1 0.1 0.17
H 1.29316 -1.03111 -1.06294 -0.2 -0.1 0.0 0.17
H -0.26757 0.78795 -1.88123 0.1 0.0 0.1 0.23
H 1.02191 1.31872 -0.80698 0.0 -0.2 -0.1 0.19
H -0.78138 1.07301 1.00441 0.0 0.1 -0.1 0.40
H -1.36683 3.23232 0.66648 -0.4 0.0 0.0 0.11

=====

16
Properties=species:S:1:pos:R:3:forces:R:3:nbo_charge:R:1 method="wB97M-V/def2-TZVPD" charge=0 orbital_gap_ev=10.29 relative_energy_kcal_mol=69.31 lumo_ev=0.851 mol_weight_g_mol=103.1 total_energy_ev=-9877.0551
H 0.44203 -0.85140 1.12527 0.1 -0.1 -0.1 0.36
N 1.10187 -0.64102 0.37214 -0.3 0.2 -0.2 -0.62
C 0.54415 0.10174 -0.48682 0.1 -0.1 0.1 0.12
C -0.87372 0.59181 -0.38303 0.1 0.0 -0.1 -0.14
O -1.48475 -0.06843 0.68936 0.0 0.0 0.0 -0.54
C -2.72804 0.47948 1.04297 -0.3 0.1 0.1 -0.24
H 1.12891 0.41880 -1.35762 -0.1 0.0 0.1 0.19
H -0.85991 1.68480 -0.22704 0.0 -0.1 0.0 0.19
H -1.40870 0.40837 -1.33013 0.1 0.0 0.1 0.19
H -2.62008 1.52225 1.37675 0.0 -0.1 0.0 0.17
H -3.43471 0.44784 0.20094 0.1 0.0 0.1 0.17
H -3.12015 -0.12329 1.86465 0.0 0.1 -0.1 0.20
C 3.31974 -0.99311 -0.71323 0.1 0.2 -0.2 0.30
O 3.46648 0.01223 -1.37007 0.0 -0.4 0.2 -0.57
H 2.80216 -1.88499 -1.11194 0.1 0.1 0.0 0.11
H 3.72472 -1.10507 0.30779 0.0 0.1 -0.1 0.12

=====

16
Properties=species:S:1:pos:R:3:forces:R:3:nbo_charge:R:1 method="wB97M-V/def2-TZVPD" smiles="NC(=O)CCCO" charge=0 orbital_gap_ev=10.29 relative_energy_kcal_mol=13.99 lumo_ev=0.700 mol_weight_g_mol=103.1 total_energy_ev=-9879.4541
N 1.15642 1.99687 0.55881 0.0 0.0 0.0 -0.83
C 1.48741 1.15408 -0.46473 0.0 0.0 0.0 0.68
O 2.61136 1.09563 -0.93182 -0.4 0.0 0.1 -0.62
C 0.33301 0.29392 -0.95306 0.0 0.0 -0.1 -0.51
C 0.18109 -0.98251 -0.09765 0.0 0.0 0.1 -0.41
C -1.26803 -1.31068 0.21282 0.2 -0.3 -0.2 -0.06
O -1.76246 -0.26772 1.04332 -0.4 0.0 0.1 -0.74
H 1.88390 2.55069 0.98103 0.0 -0.1 0.0 0.40
H 0.26939 1.92473 1.03298 0.1 0.0 -0.2 0.40
H -0.59874 0.87581 -0.91804 0.2 -0.1 0.0 0.22
H 0.54695 0.03454 -1.99409 -0.1 0.1 0.2 0.23
H 0.65376 -1.83109 -0.60306 -0.1 0.1 0.1 0.22
H 0.68958 -0.85539 0.86692 0.0 0.0 -0.2 0.21
H -1.85571 -1.38805 -0.71820 0.1 0.1 0.2 0.16
H -1.32169 -2.28261 0.72950 0.0 0.2 -0.1 0.17
H -2.70435 -0.42289 1.19679 0.3 0.1 0.0 0.47

=====

16
Properties=species:S:1:pos:R:3:forces:R:3:nbo_charge:R:1 method="wB97M-V/def2-TZVPD" smiles="C/C=N/OCCO" charge=0 orbital_gap_ev=10.58 relative_energy_kcal_mol=127.96 lumo_ev=0.955 mol_weight_g_mol=103.1 total_energy_ev=-9874.5118
C -3.03798 0.57594 -0.02610 0.2 -3.3 3.4 -0.66
C -1.83469 -0.51513 -0.05990 0.6 0.3 0.3 0.08
N -0.60297 -0.11699 0.01922 -2.4 -0.5 -0.8 -0.21
O 0.29305 -1.19070 0.12120 1.3 -0.1 -0.9 -0.40
C 1.69622 -0.79432 -0.27828 -1.4 -1.8 1.3 -0.12
C 2.06568 0.43097 0.40034 1.8 2.5 -0.3 -0.10
O 1.30907 1.45528 -0.22344 5.4 2.7 0.1 -0.75
H -3.26084 0.43890 1.21470 0.5 1.2 -3.3 0.23
H -2.54671 1.50067 -0.33366 -0.7 0.1 0.3 0.24
H -4.09235 0.31399 -0.46296 2.5 0.4 0.2 0.25
H -1.89265 -1.63086 0.05356 -0.8 1.0 -0.3 0.19
H 2.34500 -1.58422 0.02573 -0.1 -1.1 1.0 0.20
H 1.98060 -0.79662 -1.32146 -1.2 0.7 -0.8 0.20
H 1.88521 0.51669 1.56370 0.9 -0.7 -2.2 0.19
H 3.18975 0.58162 -0.02759 -2.2 0.0 1.9 0.19
H 0.46040 1.17737 -0.24494 -4.4 -1.3 0.0 0.47

=====

16
Properties=species:S:1:pos:R:3:forces:R:3:nbo_charge:R:1 method="wB97M-V/def2-TZVPD" smiles="CCNC(=O)OC" charge=0 orbital_gap_ev=10.79 relative_energy_kcal_mol=15.13 lumo_ev=0.940 mol_weight_g_mol=103.1 total_energy_ev=-9879.4047
C 0.17536 -1.71182 1.40166 0.1 0.0 0.1 -0.64
C 1.08467 -0.46290 1.42507 -0.1 -0.2 0.2 -0.22
N 1.11330 0.19572 0.13148 -0.2 -0.1 -0.1 -0.63
C -0.11516 0.59050 -0.29891 -0.1 0.1 0.2 0.88
O -1.01685 0.94452 0.43273 0.2 0.0 -0.4 -0.65
O -0.20179 0.54743 -1.64125 0.2 0.2 0.0 -0.52
C -1.17601 1.45638 -2.13592 -0.2 0.2 -0.2 -0.26
H 0.36511 -2.37068 0.54235 0.2 0.2 0.2 0.20
H 0.30500 -2.29642 2.31325 0.0 0.0 0.0 0.21
H -0.88467 -1.43169 1.34062 0.4 0.1 0.1 0.23
H 0.67908 0.26956 2.12830 0.1 -0.2 0.0 0.22
H 2.12323 -0.64804 1.72137 -0.3 -0.3 0.0 0.20
H 1.74825 -0.14263 -0.57827 -0.2 -0.1 0.1 0.40
H -1.06247 1.44163 -3.21757 -0.1 0.1 0.1 0.19
H -2.18666 1.17287 -1.83440 0.1 0.0 -0.1 0.20
H -0.95038 2.44554 -1.73051 -0.2 0.0 -0.2 0.19

=====

16
Properties=species:S:1:pos:R:3:forces:R:3:nbo_charge:R:1 method="wB97M-V/def2-TZVPD" smiles="C=C(C)O.NC=O" charge=0 orbital_gap_ev=8.02 relative_energy_kcal_mol=91.70 lumo_ev=0.659 mol_weight_g_mol=103.1 total_energy_ev=-9876.0842
C -1.03010 -1.32253 0.21989 -1.2 2.8 1.4 -0.20
C -0.78328 0.03041 0.43090 -2.1 -2.3 1.6 0.10
C 0.04645 0.51718 1.58253 0.3 0.2 -0.2 -0.65
O -1.79014 0.90784 -0.00968 0.6 0.2 -0.3 -0.71
H -1.86943 -1.61278 -0.39931 0.2 0.0 -0.1 0.21
H -0.60035 -2.09128 0.84633 0.4 0.1 -0.4 0.21
H 0.81931 -0.21287 1.83476 -0.1 0.0 0.0 0.22
H 0.55447 1.45085 1.31595 0.0 0.0 0.1 0.20
H -0.55967 0.70778 2.47400 0.0 0.0 -0.1 0.22
H -1.40221 1.78652 -0.12059 -0.1 -0.1 0.0 0.46
N 1.65135 0.38103 -1.27768 -0.7 0.1 0.4 -0.80
C 0.49228 -0.33304 -1.29135 2.1 -3.7 -2.1 0.51
O 0.57145 -1.62337 -1.18056 0.9 2.7 -0.9 -0.73
H 2.46962 -0.05215 -0.87885 -0.1 0.0 -0.1 0.41
H 1.71639 1.31486 -1.64749 -0.1 0.0 0.1 0.39
H -0.28612 0.15155 -1.89886 -0.3 0.1 0.7 0.16

=====

16
Properties=species:S:1:pos:R:3:forces:R:3:nbo_charge:R:1 method="wB97M-V/def2-TZVPD" smiles="CCN=C=O.CO" charge=0 orbital_gap_ev=10.76 relative_energy_kcal_mol=39.25 lumo_ev=0.717 mol_weight_g_mol=103.1 total_energy_ev=-9878.3586
C -2.07051 0.93409 0.86293 0.0 0.1 0.0 -0.61
C -1.94677 -0.45652 0.25908 -0.3 0.0 0.1 -0.21
N -0.58361 -0.68736 -0.20574 0.4 -0.3 0.4 -0.62
C 0.29650 -1.17639 0.48323 0.1 -0.2 0.4 0.90
O 1.15919 -1.62620 1.13155 -0.6 0.2 -0.5 -0.50
H -1.83572 1.70002 0.11751 0.0 -0.1 0.1 0.21
H -3.08629 1.10153 1.23213 0.1 0.0 -0.1 0.22
H -1.37303 1.04896 1.69960 -0.1 0.0 -0.1 0.21
H -2.21379 -1.22440 0.99217 -0.1 0.1 -0.1 0.19
H -2.61269 -0.57209 -0.59967 0.1 0.0 0.1 0.20
C 2.70821 0.24595 -0.87217 0.3 0.2 0.1 -0.26
O 1.73609 -0.50684 -1.56531 -0.1 0.1 -0.3 -0.74
H 3.60412 0.28300 -1.49685 0.0 0.1 0.1 0.18
H 2.38560 1.27530 -0.66535 0.0 -0.2 -0.1 0.16
H 2.97280 -0.22764 0.08462 -0.1 0.1 -0.2 0.17
H 0.85990 -0.11141 -1.45772 0.3 -0.1 -0.1 0.49

=====

16
Properties=species:S:1:pos:R:3:forces:R:3:nbo_charge:R:1 method="wB97M-V/def2-TZVPD" smiles="C[C@@H](O)CC(N)=O" charge=0 orbital_gap_ev=10.84 relative_energy_kcal_mol=13.94 lumo_ev=0.811 mol_weight_g_mol=103.1 total_energy_ev=-9879.4562
C -2.19479 -0.04465 -0.32069 0.1 0.0 0.0 -0.62
C -0.72414 0.15243 -0.67528 -0.1 -0.3 0.0 0.11
O -0.33697 1.47857 -0.35708 0.2 0.1 -0.1 -0.72
C 0.17166 -0.81246 0.11728 0.2 0.0 0.1 -0.52
C 1.67822 -0.45870 0.12383 -0.1 -0.4 0.0 0.66
N 2.10467 0.53124 0.98568 0.0 -0.1 -0.1 -0.85
O 2.48479 -1.04839 -0.56977 -0.3 0.1 0.1 -0.60
H -2.35095 0.04058 0.76079 0.1 0.0 -0.2 0.21
H -2.54135 -1.03496 -0.64059 0.1 0.2 0.1 0.21
H -2.81633 0.70756 -0.81583 0.1 -0.1 0.0 0.22
H -0.60500 -0.02082 -1.75810 0.1 0.0 0.2 0.17
H 0.63103 1.46825 -0.43585 -0.4 0.6 -0.1 0.47
H -0.17914 -0.81435 1.15531 0.0 0.0 -0.1 0.21
H 0.07373 -1.82455 -0.29014 0.2 0.2 0.1 0.24
H 3.09949 0.57455 1.16462 -0.2 0.1 -0.3 0.41
H 1.50509 1.10572 1.55583 -0.2 -0.3 0.0 0.40

=====

no.,strongest force on any atom (eV Å⁻¹)
1,4.96
2,1.37
3,0.42
4,0.47
5,0.42
6,6.06
7,0.43
8,4.78
9,0.79
10,0.69